Record 1
Density functional theory data (wB97M-V/def2-TZVPD) for a 9-piece molecular cluster, C38H88BBr2F4N2O32P2S10 overall at a distorted geometry.

Cartesian coordinates (Å):
1 C -1.750 1.669 0.078
2 C -2.640 0.822 -0.808
3 P -3.060 1.523 -2.571
4 C -4.774 1.871 -1.754
5 O -4.826 2.655 -0.642
6 N -6.101 1.324 -2.238
7 C -6.556 0.110 -1.457
8 O -7.300 0.227 -0.326
9 F -6.272 -1.282 -1.899
10 P -3.799 2.899 -4.108
11 O -4.975 4.032 -3.409
12 O -2.455 3.923 -4.642
13 S -4.728 2.023 -5.588
14 O -3.660 0.041 -3.259
15 C -2.565 -0.806 -3.840
16 C -3.377 -1.466 -5.138
17 N -4.668 -2.165 -4.743
18 C -2.487 -2.003 -2.691
19 C -1.875 -3.420 -3.243
20 C -1.794 -4.600 -2.070
21 F -2.563 -5.802 -2.564
22 Br -2.638 -4.079 -0.334
23 C -0.265 -5.101 -1.746
24 F 0.287 -5.653 -3.009
25 F 0.588 -4.076 -1.093
26 Br -0.455 -6.630 -0.410
27 C -1.240 0.117 -4.122
28 C -1.027 0.842 -5.577
29 C -0.726 -0.174 -6.827
30 C -0.118 0.740 -8.085
31 S -0.079 -0.187 -9.716
32 B 0.245 -0.408 -3.584
33 O 0.789 0.201 -2.327
34 O 1.085 -1.421 -4.251
35 O -1.435 1.310 -3.233
36 H -0.584 1.471 0.116
37 H -2.162 2.581 0.706
38 H -3.064 -0.221 -0.416
39 H -2.469 2.744 -2.007
40 H -6.080 1.024 -3.237
41 H -4.729 4.932 -3.791
42 H -2.561 3.989 -5.648
43 H -2.695 -2.259 -5.682
44 H -3.627 -0.639 -5.957
45 H -4.449 -3.184 -4.813
46 H -5.457 -1.882 -5.372
47 H -1.822 -1.659 -1.790
48 H -3.608 -2.119 -2.296
49 H -0.755 -3.275 -3.628
50 H -2.459 -3.903 -4.136
51 H -0.057 1.529 -5.466
52 H -1.892 1.562 -5.899
53 H -1.701 -0.694 -7.267
54 H 0.078 -0.999 -6.621
55 H 0.962 1.155 -7.795
56 H -0.804 1.692 -8.192
57 H -1.237 -1.017 -9.860
58 H 1.751 0.424 -2.580
59 H 1.730 -0.955 -4.893
60 O -2.495 5.037 1.456
61 S -2.659 6.352 0.874
62 O -1.569 7.301 0.802
63 O -3.946 7.081 1.557
64 C -3.986 7.204 2.972
65 C -3.065 8.308 3.458
66 C -3.343 6.169 -0.755
67 H -3.749 6.250 3.452
68 H -5.017 7.455 3.243
69 H -2.016 8.053 3.280
70 H -3.193 8.475 4.531
71 H -3.265 9.243 2.925
72 H -4.192 5.485 -0.709
73 H -2.565 5.759 -1.403
74 H -3.651 7.150 -1.122
75 O 1.236 11.211 -2.990
76 S 2.143 10.085 -2.956
77 O 1.880 8.864 -3.687
78 O 2.467 9.708 -1.404
79 C 1.381 9.441 -0.528
80 C 0.799 8.060 -0.773
81 C 3.768 10.653 -3.393
82 H 0.614 10.216 -0.614
83 H 1.774 9.485 0.493
84 H 0.320 8.004 -1.756
85 H 0.046 7.818 -0.018
86 H 1.584 7.298 -0.752
87 H 3.996 11.553 -2.819
88 H 3.770 10.880 -4.462
89 H 4.490 9.862 -3.181
90 O 2.725 -7.590 0.223
91 S 3.966 -6.922 -0.104
92 O 4.757 -7.292 -1.258
93 O 4.928 -6.914 1.212
94 C 5.232 -8.151 1.840
95 C 6.265 -8.934 1.052
96 C 3.667 -5.173 -0.174
97 H 4.323 -8.740 1.997
98 H 5.640 -7.917 2.829
99 H 5.862 -9.260 0.088
100 H 6.579 -9.825 1.603
101 H 7.144 -8.316 0.842
102 H 3.105 -4.873 0.712
103 H 3.086 -4.966 -1.076
104 H 4.625 -4.651 -0.223
105 O -2.090 10.321 8.466
106 S -2.261 11.038 7.221
107 O -2.131 10.387 5.935
108 O -1.316 12.366 7.235
109 C 0.074 12.208 7.479
110 C 0.794 11.672 6.254
111 C -3.827 11.876 7.260
112 H 0.246 11.569 8.351
113 H 0.472 13.199 7.720
114 H 0.483 10.647 6.031
115 H 1.876 11.669 6.412
116 H 0.564 12.279 5.373
117 H -3.922 12.405 8.210
118 H -4.614 11.124 7.169
119 H -3.878 12.571 6.420
120 O 5.830 12.783 -2.367
121 S 6.466 12.789 -1.068
122 O 5.913 13.515 0.055
123 O 8.032 13.207 -1.243
124 C 8.340 14.426 -1.904
125 C 8.090 15.623 -1.005
126 C 6.738 11.109 -0.561
127 H 7.782 14.511 -2.842
128 H 9.404 14.390 -2.162
129 H 7.023 15.741 -0.793
130 H 8.443 16.543 -1.479
131 H 8.598 15.499 -0.044
132 H 7.192 10.559 -1.387
133 H 5.769 10.673 -0.308
134 H 7.388 11.104 0.316
135 O 5.855 -11.437 4.072
136 S 5.650 -12.716 4.716
137 O 6.709 -13.695 4.835
138 O 4.340 -13.436 4.067
139 C 4.296 -13.626 2.660
140 C 5.182 -14.781 2.228
141 C 4.972 -12.434 6.333
142 H 4.564 -12.704 2.135
143 H 3.258 -13.858 2.400
144 H 6.238 -14.551 2.395
145 H 5.048 -14.995 1.164
146 H 4.953 -15.682 2.805
147 H 4.145 -11.726 6.253
148 H 5.763 -12.017 6.962
149 H 4.633 -13.386 6.747
150 O -11.191 -1.302 4.694
151 S -11.363 -0.585 3.449
152 O -11.232 -1.236 2.163
153 O -10.417 0.743 3.464
154 C -9.027 0.585 3.707
155 C -8.307 0.050 2.483
156 C -12.928 0.253 3.489
157 H -8.856 -0.054 4.579
158 H -8.629 1.576 3.949
159 H -8.618 -0.975 2.260
160 H -7.225 0.046 2.641
161 H -8.537 0.656 1.601
162 H -13.023 0.782 4.438
163 H -13.715 -0.498 3.397
164 H -12.979 0.948 2.648
165 O 5.049 -17.567 1.517
166 S 5.477 -18.750 0.803
167 O 5.332 -18.877 -0.632
168 O 4.829 -20.066 1.514
169 C 3.420 -20.124 1.682
170 C 2.719 -20.449 0.375
171 C 7.171 -19.081 1.219
172 H 3.042 -19.192 2.113
173 H 3.216 -20.922 2.403
174 H 2.831 -19.633 -0.345
175 H 1.650 -20.609 0.539
176 H 3.149 -21.345 -0.084
177 H 7.288 -19.028 2.302
178 H 7.791 -18.321 0.737
179 H 7.442 -20.071 0.845

Properties
charge	-1
highest occupied orbital energy	-3.885	eV
electronic energy	-14254.4191	hartree

Here are the Löwdin charges for atoms 1 to 5, given in e: -0.06 -0.20 0.46 -0.39 -0.09

=====

Record 2
Density functional theory data (wB97M-V/def2-TZVPD) for C31H21I2N6O6PTa as an isolated structure at a distorted geometry.

Cartesian coordinates (Å):
1 Ta -0.014 0.127 -0.505
2 I -3.181 -2.378 2.319
3 C -1.735 -1.084 3.094
4 C -1.641 -0.788 4.456
5 C -0.683 0.078 4.923
6 I -0.551 0.418 6.998
7 C 0.213 0.726 4.038
8 C 1.202 1.661 4.393
9 C 1.981 2.222 3.411
10 C 1.779 1.864 2.073
11 N 0.871 0.986 1.703
12 C 0.097 0.421 2.656
13 C -0.865 -0.512 2.188
14 O -0.868 -0.761 0.899
15 H -2.335 -1.252 5.138
16 H 1.331 1.943 5.428
17 H 2.740 2.946 3.656
18 H 2.370 2.315 1.288
19 O -0.748 -3.517 -1.663
20 C 0.055 -2.644 -1.519
21 O -0.213 -1.359 -1.607
22 C 1.518 -2.888 -1.144
23 P 1.833 -1.712 0.231
24 C 1.316 -2.639 1.715
25 C 1.805 -2.233 2.957
26 C 1.369 -2.852 4.114
27 C 0.444 -3.884 4.042
28 C -0.046 -4.288 2.812
29 C 0.374 -3.662 1.651
30 C 3.631 -1.592 0.453
31 C 4.361 -2.747 0.712
32 C 5.726 -2.663 0.907
33 C 6.369 -1.438 0.839
34 C 5.642 -0.289 0.577
35 C 4.273 -0.362 0.391
36 H 2.156 -2.583 -1.978
37 H 1.692 -3.938 -0.897
38 H 2.535 -1.435 3.004
39 H 1.744 -2.526 5.074
40 H 0.104 -4.367 4.945
41 H -0.773 -5.083 2.754
42 H -0.043 -3.975 0.707
43 H 3.847 -3.697 0.769
44 H 6.291 -3.559 1.109
45 H 7.436 -1.377 0.987
46 H 6.145 0.665 0.521
47 H 3.702 0.531 0.177
48 C 3.714 1.260 -4.227
49 N 2.901 1.757 -3.137
50 C 2.579 3.065 -3.021
51 C 1.713 3.529 -2.087
52 C 1.102 2.569 -1.226
53 O 0.178 2.744 -0.407
54 N 1.536 1.282 -1.296
55 C 2.379 0.828 -2.255
56 O 2.652 -0.362 -2.293
57 H 4.295 2.071 -4.656
58 H 3.078 0.819 -4.999
59 H 4.381 0.491 -3.839
60 H 3.047 3.739 -3.724
61 H 1.437 4.565 -2.026
62 O -0.746 1.067 -2.540
63 N -1.436 2.087 -2.856
64 C -2.335 2.654 -2.109
65 C -2.951 3.870 -2.471
66 N -3.446 4.884 -2.662
67 C -2.521 2.050 -0.853
68 N -2.218 1.254 -0.066

Properties
charge	+1
highest occupied orbital energy	-11.129	eV
electronic energy	-2967.5647	hartree
ΔE to the lowest compared entry with this formula, charge and spin	45.9	kcal/mol

Here are the natural (NBO) charges for atoms 1 to 5, given in e: 2.32 0.24 -0.18 -0.26 -0.11

=====

Record 3
Density functional theory data (wB97M-V/def2-TZVPD) for a 10-piece molecular cluster, C28H82N14O10 overall at a distorted geometry.

Cartesian coordinates (Å):
1 C 5.050 16.358 12.191
2 O 6.080 16.796 11.642
3 N 4.130 15.779 11.527
4 N 4.746 16.414 13.441
5 H 3.257 15.624 12.010
6 H 4.210 15.370 10.607
7 H 4.028 15.763 13.725
8 H 5.548 16.571 14.035
9 C -2.278 12.072 7.808
10 O -1.395 12.303 8.646
11 N -2.006 11.217 6.813
12 N -3.555 12.385 7.910
13 H -1.021 10.995 6.779
14 H -2.643 11.035 6.050
15 H -4.154 12.212 7.116
16 H -3.997 12.812 8.711
17 C 4.839 9.103 8.971
18 O 4.557 8.960 7.780
19 N 6.062 8.946 9.397
20 N 4.051 9.545 9.909
21 H 6.151 8.857 10.399
22 H 6.819 8.557 8.852
23 H 4.283 9.427 10.884
24 H 3.082 9.796 9.775
25 C -7.048 15.426 13.301
26 O -5.857 15.513 13.662
27 N -7.532 14.283 12.930
28 N -7.993 16.370 13.198
29 H -6.897 13.512 13.079
30 H -8.488 14.117 12.649
31 H -8.916 16.148 12.853
32 H -7.827 17.294 13.570
33 C -8.029 8.801 17.461
34 C -8.783 9.282 16.213
35 C -8.481 8.496 14.908
36 O -7.074 8.636 14.602
37 C -6.623 8.176 13.363
38 N -10.205 9.513 16.560
39 H -7.946 7.717 17.535
40 H -8.299 9.264 18.410
41 H -7.056 9.246 17.252
42 H -8.433 10.309 16.102
43 H -9.121 8.821 14.088
44 H -8.749 7.468 15.148
45 H -7.332 8.228 12.536
46 H -6.548 7.121 13.626
47 H -5.587 8.415 13.124
48 H -10.134 10.088 17.387
49 H -10.536 8.654 16.976
50 C 5.230 5.353 14.014
51 C 6.706 5.572 14.327
52 C 7.003 6.871 15.055
53 O 6.755 8.063 14.319
54 C 7.223 9.231 15.050
55 N 7.127 4.472 15.197
56 H 4.845 5.165 15.016
57 H 5.056 4.482 13.382
58 H 4.753 6.215 13.548
59 H 7.285 5.390 13.422
60 H 8.044 6.904 15.377
61 H 6.311 7.004 15.886
62 H 7.450 10.052 14.370
63 H 8.145 9.005 15.587
64 H 6.471 9.617 15.738
65 H 8.132 4.428 15.103
66 H 6.974 4.691 16.171
67 C -2.814 7.147 25.600
68 C -4.057 8.106 25.339
69 C -3.807 8.724 23.857
70 O -2.797 9.706 24.061
71 C -2.862 10.667 23.042
72 N -5.323 7.426 25.283
73 H -2.756 6.450 24.764
74 H -3.069 6.612 26.514
75 H -1.875 7.697 25.674
76 H -4.133 8.888 26.094
77 H -4.755 9.095 23.467
78 H -3.536 7.901 23.195
79 H -3.700 11.351 23.174
80 H -2.677 10.194 22.077
81 H -2.021 11.336 23.224
82 H -6.017 8.125 25.059
83 H -5.458 7.092 26.226
84 C 2.722 7.675 20.984
85 C 3.466 7.840 22.359
86 C 5.001 7.550 22.352
87 O 5.242 6.275 21.796
88 C 6.640 5.937 21.566
89 N 3.203 9.189 22.933
90 H 3.218 8.388 20.325
91 H 1.652 7.864 21.074
92 H 2.875 6.641 20.676
93 H 3.135 7.053 23.035
94 H 5.538 7.705 23.288
95 H 5.370 8.381 21.752
96 H 7.043 5.600 22.522
97 H 7.157 6.739 21.040
98 H 6.640 5.015 20.985
99 H 2.195 9.207 22.989
100 H 3.430 9.327 23.908
101 C -0.008 13.089 16.877
102 C -0.150 12.574 15.427
103 C -1.164 11.435 15.269
104 O -0.604 10.226 15.737
105 C -1.464 9.181 16.039
106 N -0.484 13.692 14.609
107 H 0.862 13.724 17.048
108 H 0.085 12.235 17.548
109 H -0.841 13.727 17.171
110 H 0.811 12.255 15.021
111 H -1.478 11.196 14.253
112 H -2.043 11.561 15.901
113 H -2.202 9.592 16.728
114 H -0.861 8.535 16.677
115 H -1.839 8.643 15.169
116 H -0.645 13.338 13.676
117 H -1.442 13.897 14.853
118 C 3.556 24.036 14.482
119 C 3.773 23.182 15.755
120 C 2.801 21.948 16.010
121 O 1.468 22.453 16.138
122 C 0.531 21.381 15.854
123 N 5.153 22.841 15.712
124 H 2.560 24.471 14.561
125 H 3.769 23.446 13.591
126 H 4.217 24.901 14.428
127 H 3.707 23.930 16.546
128 H 3.066 21.393 16.910
129 H 2.959 21.194 15.240
130 H 0.668 20.814 14.934
131 H -0.493 21.756 15.859
132 H 0.583 20.621 16.634
133 H 5.704 23.649 15.458
134 H 5.250 22.348 14.836

Properties
SMILES	COC[C@H](C)N.COC[C@H](C)N.COC[C@H](C)N.COC[C@H](C)N.COC[C@H](C)N.COC[C@H](C)N.NC(N)=O.NC(N)=O.NC(N)=O.NC(N)=O
highest occupied orbital energy	-8.989	eV
electronic energy	-2634.8234	hartree
ΔE to the lowest compared entry with this formula, charge and spin	158.5	kcal/mol

Here are the Löwdin charges for atoms 1 to 5, given in e: -0.80 0.00 0.16 0.16 0.11

=====

Record 4
Density functional theory data (wB97M-V/def2-TZVPD) for one molecule with the formula C5H10N2O2 at a distorted geometry.

Cartesian coordinates (Å):
1 C 1.511 0.454 0.577
2 C -2.827 0.039 -1.033
3 C 2.274 -0.617 -0.211
4 C -1.602 -0.473 -0.330
5 N 0.864 1.367 -0.343
6 C 0.665 -0.241 1.619
7 O -1.498 0.127 0.862
8 N -0.572 -0.388 1.798
9 O -0.837 -1.296 -0.756
10 H 2.233 1.056 1.153
11 H 0.215 1.983 0.135
12 H 0.373 0.866 -1.076
13 H 1.240 -0.699 2.418
14 H -2.669 0.024 -2.108
15 H -3.075 1.041 -0.690
16 H -3.654 -0.631 -0.796
17 H 2.908 -1.203 0.449
18 H 2.888 -0.131 -0.964
19 H 1.564 -1.279 -0.705

Properties
SMILES	CC(=O)O/N=C\[C@@H](C)N
highest occupied orbital energy	-9.371	eV
electronic energy	-456.4546	hartree
ΔE to the lowest compared entry with this formula, charge and spin	62.5	kcal/mol

Here are the natural (NBO) charges for atoms 1 to 5, given in e: -0.12 -0.72 -0.61 0.79 -0.82